C14H32N2O10Sr | ωB97M-V/def2-TZVPD

Last column: Löwdin charge in e.
Element x y z (Å)
Sr1 0.47456 1.17118 2.39014  1.664
O1 -0.41247 -2.02867 -0.52820  0.187
C1 -0.14095 -1.12045 0.32529  -0.958
O2 -0.92255 -0.75969 1.20460  -0.077
O3 0.95335 -0.60919 0.28458  -0.051
H1 0.42277 -1.80621 -0.94590  0.112
O4 -3.32402 0.05713 2.20166  0.073
C2 -3.19159 1.36646 2.52684  -0.790
O5 -2.02714 1.89727 2.47482  -0.231
O6 -4.13509 2.01710 3.09182  -0.053
H2 -2.55350 -0.17472 1.67807  0.034
C3 2.71012 1.41480 -3.48467  -0.126
O7 1.67465 2.17707 -3.99902  -0.209
C4 0.37218 1.74269 -3.71855  -0.182
C5 0.06544 0.63036 -4.80481  -0.185
N1 -1.29114 0.16433 -4.74432  -0.085
C6 -1.57375 -0.96803 -3.82665  -0.178
C7 -2.99913 -1.48240 -4.00682  -0.247
O8 -3.97080 -0.48066 -4.17348  -0.205
C8 -5.32082 -1.00554 -4.32800  -0.069
H3 3.72494 1.73906 -3.71510  0.092
H4 2.40023 0.37239 -3.55841  0.080
H5 2.74862 1.54927 -2.40368  0.063
H6 -0.23848 2.63546 -3.85327  0.116
H7 0.17740 1.71013 -2.64659  0.118
H8 0.71683 -0.23429 -4.67764  0.095
H9 0.19563 0.87487 -5.85902  0.125
H10 -2.04674 0.46553 -5.34302  0.111
H11 -1.68072 -0.62737 -2.79680  0.103
H12 -0.75940 -1.67309 -3.99348  0.116
H13 -3.45318 -2.01089 -3.16859  0.120
H14 -2.87180 -2.11538 -4.88500  0.116
H15 -5.53566 -1.65510 -3.47946  0.082
H16 -5.35305 -1.60477 -5.23794  0.080
H17 -6.04739 -0.20398 -4.46102  0.087
C9 -1.39232 0.04430 5.36581  -0.039
O9 -0.53543 -0.60907 4.40457  -0.276
C10 0.28087 -1.71950 4.80688  -0.183
C11 1.45941 -1.84172 3.78998  -0.219
N2 2.13051 -0.59932 3.71173  -0.126
C12 3.31432 -0.72220 2.79096  -0.135
C13 3.88149 0.70403 2.38202  -0.222
O10 2.89163 1.51558 1.92336  -0.339
C14 3.26416 2.60097 1.15668  -0.091
H18 -0.70727 0.66908 5.93892  0.085
H19 -1.89480 -0.74627 5.92314  0.102
H20 -2.03145 0.82444 4.95232  0.087
H21 -0.27032 -2.65523 4.90013  0.129
H22 0.72206 -1.58500 5.79449  0.116
H23 0.86947 -2.02301 2.89153  0.123
H24 2.03433 -2.69971 4.13843  0.132
H25 2.51721 -0.40223 4.62372  0.125
H26 2.96563 -1.18888 1.86970  0.111
H27 4.08784 -1.36358 3.21334  0.125
H28 4.70946 0.55351 1.68926  0.132
H29 4.43281 0.99980 3.27459  0.126
H30 3.83748 3.24636 1.82218  0.099
H31 2.60791 3.29860 0.63634  0.111
H32 4.03754 2.27451 0.46141  0.099

Cartesian forces (eV/Å) of the 6 atoms listed first:
-2.6 -1.5 -0.4
-0.6 -1.8 -2.0
-2.6 1.7 3.9
-2.2 0.1 1.6
5.4 2.3 -0.8
0.7 -1.5 -2.1

energy relative to the best compared isomer or geometry (same formula, charge and spin)	98.32	kcal/mol
HOMO-LUMO gap	6.54	eV
lowest unoccupied orbital energy	-0.73	eV
HOMO energy	-7.27	eV
molecular weight	476.03	g/mol
E_tot	-39325.74769	eV